#one
{
  "formula": "C7H16ClOP",
  "method": "ωB97M-V/def2-TZVPD",
  "elements": ["H", "C", "H", "C", "H", "H", "Cl", "H", "C", "H", "H", "H", "H", "C", "H", "H", "C", "H", "P", "H", "O", "H", "H", "C", "H", "C"],
  "coordinates": [[-3.597, -2.792, 2.804], [-1.890, -2.106, 1.672], [4.002, 2.315, -1.191], [-2.530, -3.149, 2.611], [-3.075, -0.633, 2.088], [0.451, -0.771, -0.734], [-1.062, 2.336, -1.379], [-1.628, -0.611, 3.220], [3.160, 1.497, -1.105], [-0.992, -1.681, -0.141], [3.212, 0.937, -0.155], [3.214, 0.717, -1.850], [-1.598, -3.430, 0.023], [-2.031, -0.706, 2.212], [1.060, 1.883, -3.201], [2.650, 2.574, -3.248], [1.727, 2.627, -2.834], [2.016, 3.262, -0.737], [0.523, 1.539, -0.370], [-1.967, -3.071, 3.593], [0.721, 0.086, -1.098], [1.319, 3.667, -2.956], [-1.471, -0.229, 1.421], [-1.482, -2.444, 0.475], [-2.616, -4.190, 2.219], [1.885, 2.373, -1.338]],
  "orbital_gap_ev": 9.85,
  "total_charge": 0,
  "spin_multiplicity": 1
}

=====

#two
{
  "formula": "C7H16ClOP",
  "method": "ωB97M-V/def2-TZVPD",
  "elements": ["H", "C", "C", "H", "C", "Cl", "H", "H", "H", "H", "H", "H", "H", "C", "H", "C", "H", "H", "H", "C", "H", "P", "O", "H", "H", "C"],
  "coordinates": [[-2.417, 0.518, 2.415], [2.307, -0.303, -1.862], [1.915, 2.180, -1.435], [-2.190, -2.595, 0.657], [-2.325, -0.478, 0.554], [-0.450, 1.729, 1.272], [1.764, -0.082, -2.689], [1.606, 2.799, -0.632], [-2.979, -1.227, 2.527], [3.195, -0.340, 0.568], [-1.835, -1.799, -0.993], [1.143, 1.823, -2.047], [-4.018, 0.070, 1.802], [3.020, 0.693, 0.209], [3.263, -0.662, -2.037], [2.400, 0.857, -0.967], [-2.833, 0.300, -0.042], [0.559, -1.576, 1.561], [1.713, -1.092, -1.309], [-2.560, -1.859, -0.172], [-3.596, -1.849, -0.590], [-0.468, -0.045, 0.431], [-0.062, -0.970, 1.754], [3.087, 1.304, 1.083], [2.710, 2.872, -1.934], [-2.948, -0.268, 1.878]],
  "orbital_gap_ev": 9.54,
  "total_charge": 0,
  "spin_multiplicity": 1
}

=====

Stability, lowest: #two

=====

#one
{
  "formula": "CH9NO3",
  "method": "ωB97M-V/def2-TZVPD",
  "elements": ["H", "H", "H", "C", "H", "H", "H", "H", "N", "O", "O", "O", "H", "H"],
  "coordinates": [[-2.771, 0.727, 4.374], [3.079, -2.880, -3.445], [2.698, -4.989, -3.438], [2.293, -3.289, -2.752], [-0.909, 5.031, 3.035], [1.508, -2.500, -2.573], [-1.234, 3.807, 2.032], [-2.285, 2.129, 3.773], [1.910, -4.585, -2.879], [0.208, 0.415, -1.525], [-1.129, 4.020, 2.959], [-2.575, 1.222, 3.517], [-0.398, -0.014, -2.162], [-0.395, 0.906, -0.916]],
  "orbital_gap_ev": [1.66, 11.10],
  "total_charge": -1,
  "s_squared": 0.751,
  "spin_multiplicity": 2
}

=====

#two
{
  "formula": "CH9NO3",
  "method": "ωB97M-V/def2-TZVPD",
  "elements": ["H", "H", "H", "H", "H", "N", "H", "O", "H", "O", "H", "C", "H", "O"],
  "coordinates": [[-3.545, 0.694, 0.474], [0.848, -2.720, -3.369], [0.750, 1.351, 0.283], [-4.004, 2.074, 0.259], [-0.330, -1.769, -3.653], [1.389, 0.890, 2.199], [1.681, 0.050, 2.700], [-4.352, 1.173, 0.248], [1.889, -0.956, -0.129], [0.182, -2.171, -2.923], [0.204, -0.154, 0.773], [1.082, 0.485, 0.863], [2.196, 1.503, 2.202], [2.190, -0.091, 0.179]],
  "orbital_gap_ev": [2.53, 10.57],
  "total_charge": -1,
  "s_squared": 0.750,
  "spin_multiplicity": 2
}

=====

Stability, lowest: #one

=====

#one
{
  "formula": "C4H7N2O",
  "method": "ωB97M-V/def2-TZVPD",
  "elements": ["N", "C", "O", "C", "N", "H", "H", "H", "C", "C", "H", "H", "H", "H"],
  "coordinates": [[-0.929, -0.280, -0.910], [-0.370, 1.943, -0.927], [-1.264, 0.953, -1.501], [0.136, -0.197, -0.176], [0.712, 1.186, -0.395], [-1.386, -1.139, -1.174], [1.387, 1.400, 0.332], [-0.783, -1.624, 1.710], [0.855, -1.249, 0.603], [0.171, -1.953, 1.502], [-0.101, 2.706, -1.624], [1.932, -1.326, 0.380], [0.619, -2.651, 2.273], [-0.979, 2.230, -0.093]],
  "orbital_gap_ev": 9.83,
  "total_charge": 1,
  "spin_multiplicity": 1
}

=====

#two
{
  "formula": "C4H7N2O",
  "method": "ωB97M-V/def2-TZVPD",
  "elements": ["C", "H", "O", "N", "H", "H", "N", "H", "H", "C", "H", "C", "H", "C"],
  "coordinates": [[1.328, 1.038, -0.038], [1.768, 0.495, 0.861], [-2.222, 0.397, 0.066], [-0.312, -0.770, -0.021], [-2.364, -1.630, 0.303], [-1.359, 2.265, -0.032], [0.684, -1.712, 0.116], [1.348, 2.071, 0.154], [2.071, 0.858, -0.905], [-1.203, 1.247, -0.001], [0.379, -2.636, -0.283], [-1.716, -0.816, 0.064], [1.620, -1.361, -0.222], [-0.022, 0.555, -0.062]],
  "orbital_gap_ev": 10.11,
  "total_charge": 1,
  "spin_multiplicity": 1
}

=====

#three
{
  "formula": "C4H7N2O",
  "method": "ωB97M-V/def2-TZVPD",
  "elements": ["H", "N", "C", "H", "H", "C", "H", "H", "H", "H", "C", "N", "C", "O"],
  "coordinates": [[-0.324, -2.625, 0.072], [1.547, -0.277, 0.384], [-1.713, 0.612, -0.027], [0.481, -0.085, -1.432], [2.100, 0.561, 0.672], [0.321, 0.058, -0.414], [-0.311, 1.961, -1.083], [-0.123, 1.727, 0.772], [1.212, -0.759, 1.267], [2.162, -0.824, -0.226], [-0.416, 1.401, -0.191], [-1.146, -1.905, 0.130], [-0.907, -0.684, 0.022], [-2.883, 0.838, 0.053]],
  "orbital_gap_ev": 9.17,
  "total_charge": 1,
  "spin_multiplicity": 1
}

=====

#four
{
  "formula": "C4H7N2O",
  "method": "ωB97M-V/def2-TZVPD",
  "elements": ["H", "N", "C", "N", "C", "H", "H", "C", "O", "C", "H", "H", "H", "H"],
  "coordinates": [[1.194, -1.402, -1.200], [3.485, 0.449, 0.360], [1.081, -0.869, -0.350], [2.058, 0.272, -0.197], [-0.023, 0.227, -0.466], [1.188, 2.250, -0.457], [-0.722, 0.117, 1.618], [-1.097, 0.097, 0.567], [4.143, -0.441, 0.146], [1.155, 1.192, -0.288], [1.071, -1.481, 0.521], [-0.422, 0.264, -1.582], [-1.582, -0.891, 0.604], [-1.808, 0.962, 0.605]],
  "orbital_gap_ev": 9.47,
  "total_charge": 1,
  "spin_multiplicity": 1
}

=====

Stability, lowest: #four

=====

#one
{
  "formula": "C3H6N3S",
  "method": "ωB97M-V/def2-TZVPD",
  "elements": ["H", "H", "N", "H", "N", "C", "C", "N", "H", "H", "H", "S", "C"],
  "coordinates": [[-2.195, -0.087, -0.118], [-1.792, -1.561, 0.744], [-0.202, -0.137, 0.213], [-1.327, 1.505, 0.372], [2.126, -0.673, -0.059], [0.844, -0.913, -0.048], [-1.496, -0.836, 0.035], [0.793, 1.895, 0.037], [-1.295, -1.365, -0.906], [0.646, 2.899, -0.236], [0.657, -1.892, -0.370], [3.503, -0.066, 0.099], [-0.263, 1.231, 0.236]],
  "orbital_gap_ev": [6.71, 6.67],
  "total_charge": 1,
  "spin_multiplicity": 1
}

=====

#two
{
  "formula": "C3H6N3S",
  "method": "ωB97M-V/def2-TZVPD",
  "elements": ["H", "S", "C", "C", "N", "N", "H", "H", "H", "H", "H", "C", "N"],
  "coordinates": [[0.972, -1.452, -1.572], [-1.590, -0.758, 2.905], [0.717, 0.367, -0.326], [-0.611, -0.193, 1.659], [0.535, -0.076, 1.011], [-1.866, 0.084, 1.310], [1.766, 0.009, -2.218], [-2.501, -0.187, 0.594], [1.181, 1.339, -0.198], [1.349, -0.156, 1.488], [-0.597, 1.065, -1.806], [0.973, -0.336, -1.564], [-0.328, 0.293, -1.282]],
  "orbital_gap_ev": 9.41,
  "total_charge": 1,
  "spin_multiplicity": 1
}

=====

#three
{
  "formula": "C3H6N3S",
  "method": "ωB97M-V/def2-TZVPD",
  "elements": ["C", "H", "N", "H", "H", "H", "S", "C", "H", "H", "N", "C", "N"],
  "coordinates": [[-0.054, 0.061, -0.018], [1.146, 1.928, 0.711], [-1.212, -0.465, -0.048], [-0.589, 2.071, 0.179], [-3.218, -0.772, -0.281], [1.751, -1.275, -0.082], [-2.699, 0.421, 0.021], [0.304, 1.482, 0.042], [0.607, 1.744, -1.024], [0.133, -3.272, 0.128], [-1.247, -1.819, -0.063], [-0.048, -2.234, -0.027], [0.817, -1.196, 0.054]],
  "orbital_gap_ev": 10.51,
  "total_charge": 1,
  "spin_multiplicity": 1
}

=====

#four
{
  "formula": "C3H6N3S",
  "method": "ωB97M-V/def2-TZVPD",
  "elements": ["H", "H", "H", "C", "N", "N", "H", "C", "C", "S", "N", "H", "H"],
  "coordinates": [[-1.588, 0.685, 1.725], [1.084, -1.418, -0.615], [-1.101, 1.000, -1.230], [-0.780, 0.069, 1.408], [-0.246, -0.070, 0.256], [0.447, -1.833, 1.395], [0.673, 0.551, -1.537], [-0.158, 0.880, -0.764], [0.499, -1.138, 0.232], [-0.969, -1.774, 3.629], [-0.399, -1.263, 2.204], [0.165, 1.784, -0.331], [0.758, -2.795, 1.625]],
  "orbital_gap_ev": [7.46, 7.47],
  "total_charge": 1,
  "spin_multiplicity": 1
}

=====

Stability, lowest: #two

=====

#one
{
  "formula": "C5H15NO2",
  "method": "ωB97M-V/def2-TZVPD",
  "elements": ["C", "H", "H", "C", "H", "H", "H", "H", "C", "H", "H", "H", "H", "O", "C", "H", "H", "O", "H", "N", "H", "H", "C"],
  "coordinates": [[1.570, -0.046, -1.000], [1.348, -2.080, -0.204], [1.194, 0.114, 2.518], [0.110, -0.847, 1.053], [0.009, -1.534, -0.972], [-1.597, 1.057, 0.219], [1.664, 0.390, -2.911], [-0.974, -0.727, 0.928], [-1.226, 1.907, 0.826], [0.106, 2.234, 2.405], [1.539, 0.862, -0.368], [-1.775, -1.599, -2.448], [0.236, -1.772, 1.658], [-2.075, -1.676, -1.529], [0.797, -1.160, -0.315], [2.596, -0.356, -1.149], [-1.056, 0.935, 2.805], [0.983, 0.206, -2.259], [-0.474, 2.346, 0.173], [0.611, 0.332, 1.709], [-2.091, 2.496, 1.054], [-1.946, -0.742, -1.329], [-0.426, 1.359, 2.031]],
  "orbital_gap_ev": [11.35, 6.33],
  "total_charge": 1,
  "s_squared": 0.755,
  "spin_multiplicity": 2
}

=====

#two
{
  "formula": "C5H15NO2",
  "method": "ωB97M-V/def2-TZVPD",
  "elements": ["H", "O", "H", "H", "H", "H", "H", "C", "H", "H", "C", "H", "H", "H", "H", "H", "C", "C", "C", "O", "H", "H", "N"],
  "coordinates": [[-1.935, 0.741, 0.948], [0.210, 0.057, -3.372], [-2.709, -0.718, 0.340], [2.259, 1.004, 1.178], [-0.631, 1.806, -1.180], [0.836, 0.569, 2.142], [-0.458, -2.671, -0.963], [0.418, 0.172, 0.066], [-0.474, -2.674, 0.823], [0.808, -0.740, -3.397], [-0.112, -2.047, 0.029], [0.923, -2.121, -0.155], [-0.925, 1.886, 0.650], [1.043, 3.090, 0.817], [1.913, -0.604, 1.600], [0.993, 0.008, -0.792], [-1.847, -0.451, 0.831], [-0.199, 1.619, -0.153], [1.335, 0.255, 1.251], [0.889, 2.629, -0.056], [-0.093, -0.195, -2.428], [-1.543, -0.858, 1.892], [-0.702, -0.756, -0.071]],
  "orbital_gap_ev": [11.33, 6.15],
  "total_charge": 1,
  "s_squared": 0.754,
  "spin_multiplicity": 2
}

=====

Stability, lowest: #two

=====

#one
{
  "formula": "H24NeO12",
  "method": "ωB97M-V/def2-TZVPD",
  "elements": ["H", "H", "H", "H", "H", "O", "H", "O", "O", "H", "H", "O", "H", "H", "H", "O", "H", "H", "O", "H", "H", "H", "H", "H", "H", "H", "Ne", "H", "O", "O", "H", "O", "O", "O", "H", "O", "H"],
  "coordinates": [[-2.592, 2.845, -0.184], [-2.824, 1.243, 1.552], [-3.762, 1.302, 2.739], [-2.577, -0.835, 1.757], [-1.252, 2.918, 1.885], [-1.439, 2.359, 1.131], [-2.561, -2.878, -0.780], [1.852, -1.536, -2.495], [2.899, -0.308, 0.277], [2.474, 0.315, -2.618], [-0.330, -3.359, -1.552], [0.690, 2.770, -0.671], [2.263, 2.784, 2.059], [-1.261, -2.440, -2.313], [-3.188, -4.253, -0.879], [-0.736, -2.493, -1.514], [0.994, -1.714, -2.110], [3.317, -1.493, 1.663], [2.734, 1.233, -2.697], [2.415, -0.557, -0.510], [1.195, 3.579, -0.760], [0.039, 2.816, -1.372], [-2.392, -2.214, 1.161], [3.795, -0.600, 0.110], [2.448, 1.375, 1.536], [2.319, -2.370, -2.436], [-0.151, -0.265, 0.142], [3.818, -2.910, 1.839], [-3.264, -3.417, -0.418], [-2.289, -1.721, 1.975], [-3.686, 2.318, -1.088], [-3.451, 0.717, 2.048], [3.744, -2.072, 2.294], [-3.245, 3.126, -0.824], [-0.579, 2.163, 0.758], [2.387, 1.880, 2.348], [2.195, 1.691, -2.052]],
  "orbital_gap_ev": 9.62,
  "total_charge": 0,
  "spin_multiplicity": 1
}

=====

#two
{
  "formula": "H24NeO12",
  "method": "ωB97M-V/def2-TZVPD",
  "elements": ["O", "H", "H", "H", "H", "O", "H", "H", "O", "H", "H", "Ne", "O", "O", "H", "H", "O", "H", "H", "O", "H", "H", "O", "O", "H", "O", "H", "O", "H", "H", "H", "H", "H", "H", "H", "H", "O"],
  "coordinates": [[3.954, 0.406, -0.714], [3.151, -0.855, 1.980], [-0.315, 4.065, -1.221], [-1.034, 2.379, 2.395], [-2.759, -1.027, -0.721], [-1.988, 1.450, -3.075], [0.868, 1.907, -2.175], [-2.182, 2.320, -2.725], [-3.151, -0.405, -1.333], [1.411, 2.124, 1.875], [1.075, -3.829, 0.239], [-0.004, 0.293, -0.014], [-1.721, 3.038, 2.489], [2.502, -0.673, 1.300], [4.395, -0.326, -1.145], [-0.473, -1.269, 2.951], [0.230, 3.715, -1.926], [3.429, -0.002, -0.025], [0.064, -3.061, 1.065], [0.847, 1.480, 2.303], [-0.777, -2.655, 3.478], [-3.916, -0.062, -0.870], [-0.244, -2.191, 2.833], [0.782, -2.941, 0.443], [1.955, -1.458, 1.275], [1.303, 1.146, -2.559], [-2.400, 2.767, 1.870], [-2.570, -2.604, 0.301], [0.186, -2.069, -1.290], [-2.226, 0.849, -2.370], [2.201, 1.191, -2.230], [-2.715, -2.731, 1.239], [1.094, 4.096, -1.774], [0.326, -0.674, -1.861], [-2.744, -3.462, -0.087], [1.307, 0.648, 2.192], [0.139, -1.579, -2.111]],
  "orbital_gap_ev": 9.34,
  "total_charge": 0,
  "spin_multiplicity": 1
}

=====

Stability, lowest: #one